(1)
Entry from the OMol25 dataset: a molecular structure, C30H52BN10O2RhSbSi3 (ωB97M-V/def2-TZVPD).

Geometry as XYZ:
```
100
Properties=species:S:1:pos:R:3:forces:R:3
Rh 0.437 0.147 -0.123 0.775 0.758 -0.299
C 2.937 -1.690 -2.318 0.071 0.119 -0.016
C 3.217 -0.287 -1.895 -0.038 0.113 0.008
C 4.261 0.555 -2.285 0.047 -0.084 -0.095
C 4.002 1.765 -1.677 -0.003 0.057 -0.033
N 2.881 1.649 -0.947 -0.022 -0.184 0.058
N 2.401 0.382 -1.072 0.076 -0.108 0.037
B 2.059 2.791 -0.266 -0.086 0.028 -0.119
N 0.725 2.907 -1.078 -0.091 0.005 -0.074
C 0.128 3.949 -1.681 0.036 0.001 -0.061
C -0.773 3.471 -2.614 -0.061 0.031 -0.074
C -0.682 2.081 -2.550 0.131 -0.052 -0.033
C -1.256 1.060 -3.476 0.010 -0.020 0.257
N 0.202 1.750 -1.600 -0.145 0.055 0.319
N 1.758 2.355 1.209 0.157 -0.145 -0.058
C 1.858 3.078 2.328 -0.015 0.046 0.019
C 1.755 2.228 3.414 0.008 -0.035 0.100
C 1.589 0.954 2.873 0.031 0.009 -0.022
C 1.567 -0.348 3.595 0.052 0.024 0.016
N 1.579 1.038 1.532 -0.312 0.315 -0.093
N 2.887 4.047 -0.246 -0.236 -0.094 0.117
C 4.062 4.191 0.431 -0.108 0.009 -0.089
C 4.569 5.417 0.116 0.134 0.194 -0.014
C 3.629 5.984 -0.781 0.078 0.246 -0.106
C 3.682 7.329 -1.442 -0.005 -0.109 0.064
N 2.624 5.157 -0.999 0.241 -0.259 0.218
H 2.787 -1.737 -3.398 0.005 0.012 0.022
H 2.038 -2.059 -1.829 -0.028 -0.013 0.013
H 3.767 -2.352 -2.070 -0.003 0.015 0.005
H 5.088 0.315 -2.937 -0.084 0.025 0.072
H 4.540 2.701 -1.729 -0.080 -0.089 0.029
H 0.447 4.955 -1.461 -0.029 -0.095 -0.009
H -1.375 4.048 -3.299 0.068 -0.033 0.082
H -2.316 1.220 -3.631 -0.142 0.037 -0.008
H -1.111 0.054 -3.078 -0.054 0.134 -0.004
H -0.744 1.127 -4.438 -0.004 -0.025 0.033
H 2.022 4.145 2.287 0.016 -0.110 -0.022
H 1.829 2.485 4.460 0.007 -0.018 -0.127
H 1.334 -0.193 4.648 -0.002 -0.008 -0.010
H 2.551 -0.819 3.537 0.000 0.026 0.014
H 0.828 -1.017 3.168 0.000 -0.016 0.005
H 4.450 3.409 1.070 -0.057 0.066 -0.062
H 5.487 5.862 0.470 -0.106 -0.053 -0.036
H 4.632 7.818 -1.238 -0.017 -0.010 -0.010
H 2.882 7.976 -1.080 0.013 -0.020 0.026
H 3.566 7.234 -2.522 0.013 -0.019 0.017
C -4.111 3.613 0.144 0.110 -0.028 0.105
N -3.209 2.561 0.641 0.153 0.162 0.029
C -2.704 2.636 1.895 -0.159 0.034 -0.116
C -1.913 1.670 2.418 0.113 -0.116 0.202
C -1.607 0.575 1.567 -0.143 -0.175 0.033
O -0.945 -0.459 1.996 -0.067 0.250 -0.335
N -1.981 0.556 0.286 0.149 0.292 -0.101
C -2.864 1.499 -0.213 -0.141 -0.078 0.283
O -3.392 1.386 -1.297 0.173 -0.021 -0.245
H -4.858 3.837 0.902 0.015 -0.015 0.011
H -4.598 3.252 -0.752 -0.032 -0.070 -0.057
H -3.547 4.514 -0.093 0.034 -0.030 0.006
H -3.006 3.502 2.472 0.021 -0.017 -0.048
H -1.529 1.716 3.426 -0.060 0.001 -0.058
C -0.465 -2.681 -3.253 0.167 0.078 -0.179
Si -1.910 -3.013 -2.147 0.275 0.059 0.314
C -3.339 -1.877 -2.294 -0.213 0.239 -0.013
C -2.299 -4.810 -2.059 -0.134 -0.256 -0.039
Sb -0.671 -2.250 0.161 -0.291 -0.936 0.165
Si -2.989 -2.584 1.880 -0.098 0.101 0.038
C -4.128 -1.191 1.533 -0.078 0.297 -0.033
C -2.298 -2.722 3.571 0.205 -0.073 0.183
C -3.629 -4.167 1.204 -0.070 -0.221 -0.183
Si 0.941 -4.179 1.140 -0.113 0.170 -0.170
C 1.133 -4.023 2.963 -0.079 0.028 0.243
C 2.527 -3.905 0.238 0.183 0.045 -0.062
C 0.130 -5.767 0.653 -0.044 -0.209 -0.036
H -0.782 -2.762 -4.301 0.026 -0.008 0.083
H 0.324 -3.419 -3.084 -0.024 0.039 -0.050
H -0.047 -1.683 -3.111 0.028 -0.107 -0.071
H -3.598 -1.752 -3.352 -0.020 -0.037 0.082
H -3.114 -0.882 -1.893 -0.097 -0.040 -0.072
H -4.215 -2.281 -1.780 0.027 0.071 -0.038
H -2.777 -5.092 -3.008 0.058 0.028 0.108
H -2.989 -5.067 -1.256 0.064 -0.030 -0.124
H -1.394 -5.407 -1.957 -0.050 -0.030 -0.024
H -3.960 -0.362 2.226 -0.085 -0.052 -0.094
H -5.147 -1.570 1.675 0.050 0.005 0.023
H -4.043 -0.822 0.509 -0.104 -0.077 0.082
H -1.518 -1.985 3.758 -0.049 -0.021 0.066
H -1.916 -3.725 3.763 -0.051 0.049 0.040
H -3.124 -2.534 4.270 0.052 -0.019 -0.050
H -4.133 -4.014 0.248 -0.010 -0.056 0.090
H -4.376 -4.523 1.929 0.078 0.034 -0.082
H -2.873 -4.944 1.099 -0.060 -0.029 0.020
H 1.517 -3.051 3.260 0.030 -0.007 0.054
H 1.863 -4.782 3.270 -0.065 0.049 -0.009
H 0.204 -4.217 3.502 0.102 0.005 0.005
H 2.887 -2.879 0.350 0.038 -0.066 -0.021
H 2.429 -4.135 -0.825 0.056 0.022 0.065
H 3.285 -4.576 0.660 -0.053 0.038 -0.043
H -0.894 -5.862 1.017 0.030 -0.040 -0.013
H 0.712 -6.586 1.096 -0.068 0.080 -0.060
H 0.138 -5.905 -0.429 -0.022 -0.042 0.042
```
Forces are in eV/Å.

charge: +2
E_HOMO (spin up / spin down): -13.094 / -13.094 eV
energy relative to the best compared isomer or geometry (same formula, charge and spin): 3.147 eV
2S+1: 6
⟨S²⟩: 8.7664

Here are the Mulliken charges for atoms 1 to 5, given in e:
1 Rh 0.857
2 C -0.617
3 C 0.218
4 C -1.845
5 C 0.212


(2)
Entry from the OMol25 dataset: a molecular structure, C30H52BrN3NiOP2 (ωB97M-V/def2-TZVPD).

Geometry as XYZ:
```
90
Properties=species:S:1:pos:R:3:forces:R:3
N 9.523 2.160 -3.662 0.058 -0.025 -0.022
C 9.129 2.967 -2.671 -0.665 -0.257 0.092
C 7.871 2.845 -2.062 0.092 -0.135 -0.246
C 6.996 1.814 -2.487 0.182 -0.031 -0.273
C 7.429 0.989 -3.545 0.704 0.266 0.022
C 8.705 1.202 -4.100 -0.937 -0.040 0.412
C 5.678 1.607 -1.898 0.945 0.798 -0.158
Ni -0.509 -0.519 0.268 0.428 0.772 0.182
P -2.417 -4.297 3.260 1.339 2.528 -2.040
C 4.961 0.452 -1.994 -1.242 -0.917 0.215
C 3.663 0.251 -1.383 1.281 0.522 -0.828
C 3.184 -1.069 -1.254 -0.674 -1.047 0.572
C 1.970 -1.328 -0.629 1.548 0.400 -0.676
C 1.190 -0.213 -0.294 -1.368 -0.492 0.710
C 1.645 1.110 -0.332 1.533 0.647 -0.836
C 2.894 1.339 -0.915 -1.190 0.258 0.950
Br -1.278 -0.368 2.347 -0.148 -0.026 0.094
H 5.284 2.446 -1.325 0.081 -0.215 0.013
H 5.365 -0.425 -2.518 0.016 0.463 0.337
H 7.592 3.542 -1.274 -0.026 -0.200 -0.103
H 6.777 0.216 -3.940 0.219 0.086 -0.032
H 9.831 3.749 -2.352 -0.322 -0.403 -0.175
H 9.034 0.567 -4.929 0.076 0.343 0.313
H 3.809 -1.882 -1.622 -0.098 0.091 0.114
H 3.284 2.351 -1.021 -0.244 -0.245 0.101
H 1.620 -2.340 -0.431 0.117 0.271 -0.221
H 1.030 1.926 0.052 0.047 -0.165 -0.122
P -1.010 -0.547 -1.781 -0.174 -0.110 -0.309
C -1.158 -3.203 4.007 -0.453 -0.218 1.218
C -0.437 -3.874 5.171 0.293 -0.023 0.224
H -1.664 -2.286 4.336 0.032 -0.321 -0.080
H -0.465 -2.919 3.204 -0.314 -0.178 -0.061
H 0.158 -3.130 5.711 -0.046 -0.248 -0.096
H -1.149 -4.321 5.874 0.218 0.134 -0.051
H 0.232 -4.663 4.809 -0.063 0.087 0.172
C -1.489 -4.980 1.839 -0.050 -1.146 0.529
C -2.139 -6.261 1.319 -0.006 -0.220 -0.335
H -0.472 -5.187 2.197 -0.183 0.082 -0.056
H -1.438 -4.195 1.074 -0.110 0.064 0.266
H -1.468 -6.767 0.618 -0.207 0.071 0.053
H -2.357 -6.962 2.132 0.101 0.100 -0.160
H -3.080 -6.042 0.805 0.103 -0.100 0.025
C -3.600 -3.129 2.464 -0.991 -0.947 0.410
C -4.660 -2.649 3.458 -0.222 0.035 0.008
H -4.074 -3.709 1.658 0.072 0.245 0.078
H -3.032 -2.284 2.037 0.300 -0.436 0.255
H -5.383 -2.000 2.946 0.206 -0.143 0.222
H -5.202 -3.513 3.865 0.032 0.351 -0.048
H -4.214 -2.089 4.291 -0.133 -0.097 -0.223
C -2.706 0.135 -1.808 0.076 0.081 0.211
C -3.279 0.367 -3.200 -0.219 0.091 -0.315
H -2.680 1.057 -1.210 -0.094 -0.184 -0.145
H -3.320 -0.581 -1.248 0.111 0.065 0.019
H -2.965 1.331 -3.609 -0.001 -0.195 0.063
H -2.980 -0.414 -3.908 -0.077 0.068 0.067
H -4.373 0.370 -3.167 0.190 0.016 0.008
C -1.145 -2.325 -2.178 -0.293 -0.111 -0.049
C 0.019 -2.927 -2.964 0.139 -0.251 -0.143
H -2.091 -2.441 -2.722 0.126 -0.170 0.021
H -1.259 -2.840 -1.213 -0.072 0.075 -0.225
H 0.002 -2.622 -4.016 -0.004 -0.073 0.232
H 0.996 -2.657 -2.551 -0.251 -0.018 -0.112
H -0.049 -4.021 -2.930 -0.012 0.214 -0.114
C -0.073 0.164 -3.163 0.367 -0.086 -0.226
C -0.065 1.689 -3.277 0.088 0.432 -0.095
H -0.445 -0.294 -4.096 0.085 0.138 0.368
H 0.963 -0.189 -3.042 -0.301 -0.077 -0.017
H 0.910 2.020 -3.660 -0.304 -0.058 -0.007
H -0.834 2.040 -3.975 0.188 -0.043 0.260
H -0.201 2.205 -2.320 -0.056 -0.160 -0.111
C -1.287 2.691 3.925 0.403 -0.038 0.384
N -2.232 3.291 3.014 0.437 -0.071 -0.883
C -3.438 3.801 3.629 -0.353 0.229 0.195
C -1.837 3.410 1.699 0.200 -0.119 -0.086
O -0.731 2.985 1.303 -0.519 0.027 0.511
N -2.655 3.981 0.748 0.267 -0.330 0.405
C -3.887 4.723 0.936 -0.196 0.195 0.153
C -2.011 4.103 -0.534 0.266 0.181 -0.521
H -0.877 3.453 4.608 -0.054 -0.260 -0.149
H -0.483 2.244 3.342 -0.098 0.109 0.263
H -1.785 1.915 4.525 0.135 0.161 -0.136
H -3.549 4.884 3.486 -0.054 -0.446 0.252
H -4.334 3.277 3.266 0.175 0.223 0.167
H -3.348 3.617 4.708 -0.122 0.079 -0.344
H -3.778 5.508 1.697 -0.206 -0.174 -0.423
H -4.112 5.204 -0.020 -0.132 -0.060 0.342
H -4.713 4.051 1.194 0.054 0.321 -0.019
H -1.118 4.737 -0.462 -0.130 -0.103 -0.182
H -1.684 3.123 -0.906 -0.123 0.233 -0.009
H -2.724 4.553 -1.228 0.206 -0.142 -0.048
```
Forces are in eV/Å.

charge: +2
E_HOMO (spin up / spin down): -12.315 / -12.315 eV
energy relative to the best compared isomer or geometry (same formula, charge and spin): 0.000 eV
2S+1: 3
⟨S²⟩: 2.0566

Here are the Mulliken charges for atoms 1 to 5, given in e:
1 N -0.515
2 C -0.308
3 C -0.492
4 C 0.714
5 C -0.437


- Among the records above, which one has the lowest 2S+1?
  C30H52BrN3NiOP2